Entry 1:
ORCA calculation (ωB97M-V/def2-TZVPD) on 2 unconnected molecules or ions with the total composition C2H6N4 in a non-equilibrium geometry.

```
12
Properties=species:S:1:pos:R:3:forces:R:3:mulliken_charge:R:1
C -1.1986 0.6281 0.1920 0.140 0.143 -0.538 -0.44
N -1.6261 -0.4789 -0.6380 0.011 -0.035 0.017 -0.62
C 0.1995 0.5378 0.7624 -0.859 -0.373 0.135 -0.01
N 3.1045 -0.1477 -0.1990 0.893 -1.111 -2.802 0.10
N 0.9927 -0.4283 0.6786 0.153 -1.090 -0.916 -0.69
N 3.0001 -0.6812 -1.1669 0.380 1.253 2.197 -0.12
H 0.8237 -1.1557 -0.0899 -0.629 1.068 1.579 0.29
H -1.0100 -0.5886 -1.4367 -0.107 -0.091 0.065 0.23
H -1.6294 -1.3456 -0.1091 0.046 0.065 -0.153 0.25
H 0.5077 1.3791 1.3782 -0.037 0.060 0.338 0.38
H -1.2623 1.5496 -0.3974 -0.137 0.015 0.108 0.31
H -1.9018 0.7317 1.0259 0.145 0.096 -0.031 0.32
```
Positions in Å, forces in eV/Å.

As for the HOMO energy: -9.457 eV. Its relative energy (zero: lowest compared OMol25 entry of this formula, charge and spin) is 72.1 kJ/mol. Its spin multiplicity is 1. For the frontier orbital gap, the calculation gives 10.50 eV. For the largest force on an atom, the calculation gives 0.0611 hartree/bohr.

---

Entry 2:
ORCA calculation (ωB97M-V/def2-TZVPD) on a single C5H6Cl2N4O2 molecule in a non-equilibrium geometry.

```
19
Properties=species:S:1:pos:R:3:forces:R:3:mulliken_charge:R:1
C -0.9901 -0.6949 0.7072 -4.914 -0.873 2.098 -0.16
C 0.2517 -1.5008 0.5894 0.335 -0.922 -0.013 0.14
C -1.6706 -0.6287 -0.6686 0.877 0.278 0.433 0.22
C 1.0719 -0.8842 -0.4949 0.355 -0.617 0.890 -0.31
C 0.3890 -0.3457 -1.5601 3.000 0.246 0.507 0.55
N -0.9431 -0.3610 -1.6690 -3.151 -0.557 -0.520 -0.53
N -0.7559 0.7090 1.0789 1.858 -1.189 -0.587 -0.56
N 1.0017 0.2534 -2.5903 -1.032 0.399 -0.338 -0.42
N 2.4929 -0.8703 -0.3310 0.451 0.013 0.615 0.95
O 2.9011 -1.2980 0.7604 -0.104 0.325 -1.151 -0.61
O 3.2542 -0.4105 -1.2035 -1.070 -0.408 0.638 -0.70
Cl -3.3944 -0.7106 -0.7860 0.696 0.038 -0.006 -0.14
Cl -0.2026 -3.2490 0.1609 -0.194 0.275 -0.232 -0.20
H -1.7234 -1.2608 1.5093 1.648 1.273 -2.060 0.35
H 0.6084 -1.7549 1.5997 0.761 1.100 -0.711 0.38
H 0.1176 0.6290 1.5753 0.253 0.905 0.373 0.25
H -1.4188 1.1989 1.6366 -0.781 -0.271 0.404 0.25
H 1.9435 0.5279 -2.4915 1.216 -0.043 0.239 0.25
H 0.4012 0.9333 -3.0168 -0.202 0.029 -0.579 0.28
```
Positions in Å, forces in eV/Å.

As for the HOMO energy: -9.278 eV. Its relative energy (zero: lowest compared OMol25 entry of this formula, charge and spin) is 0.0 kJ/mol. Its spin multiplicity is 1. For the frontier orbital gap, the calculation gives 8.37 eV. For the largest force on an atom, the calculation gives 0.1053 hartree/bohr.